Formula: CClF3O2S
Source: the OMol25 dataset
Level of theory: the ωB97M-V functional and the def2-TZVPD basis

```
8
Properties=species:S:1:pos:R:3
Cl 1.3570 0.7391 -1.6621
S 0.8826 0.3285 0.2086
F -1.5236 0.2918 -1.0560
O 1.0934 1.4966 0.9452
F -0.7919 -1.5532 -0.0872
O 1.6153 -0.9561 0.6242
C -0.9560 -0.2710 -0.0046
F -1.6768 -0.0756 1.0318
```

Calculated values
HOMO-LUMO gap, Ha: 0.4303
Total charge: 0
Structure (SMILES): O=S(=O)(Cl)C(F)(F)F
Energy relative to the best compared isomer or geometry (same formula, charge and spin), kJ/mol: 77.7

Formula: CClF3O2S
Source: the OMol25 dataset
Level of theory: the ωB97M-V functional and the def2-TZVPD basis

```
8
Properties=species:S:1:pos:R:3
F 0.1083 0.8446 1.6375
F -0.7565 1.6608 -0.1325
S -0.3235 -0.8061 -0.3392
O -1.5610 -1.2651 0.1491
C 0.1530 0.8800 0.3797
O -0.0615 -0.6174 -2.0175
Cl 1.1193 -1.9031 0.4963
F 1.3219 1.2063 -0.1734
```

Calculated values
HOMO-LUMO gap (spin up / spin down), Ha: 0.2760 / 0.3038
Total charge: 0
Multiplicity: 3
Energy relative to the best compared isomer or geometry (same formula, charge and spin), kJ/mol: 0.0

Formula: CClFN2O4
Source: the OMol25 dataset
Level of theory: the ωB97M-V functional and the def2-TZVPD basis

```
9
Properties=species:S:1:pos:R:3
N 1.3768 0.4664 -0.0974
O -0.8381 -1.9755 0.0591
O 1.8051 -0.2270 -0.9776
O -1.7390 -0.6374 -1.3251
O 1.8489 1.3072 0.6011
Cl -1.1962 1.7904 0.1891
N -1.0078 -0.9161 -0.4243
C -0.1794 0.3524 0.2705
F -0.0703 -0.1604 1.7045
```

Calculated values
HOMO-LUMO gap, Ha: 0.3963
Total charge: 0
Structure (SMILES): O=[N+]([O-])C(F)(Cl)[N+](=O)[O-]
Energy relative to the best compared isomer or geometry (same formula, charge and spin), kJ/mol: 75.6

Formula: CClFOS
Source: the OMol25 dataset
Level of theory: the ωB97M-V functional and the def2-TZVPD basis

```
5
Properties=species:S:1:pos:R:3
F 0.7505 -0.4935 1.0571
Cl 0.2247 -1.6582 -1.3713
S -0.7239 0.0337 -1.1944
C 0.0230 0.5386 0.5301
O -0.2744 1.5794 0.9785
```

Calculated values
HOMO-LUMO gap, Ha: 0.3628
Total charge: 0
Structure (SMILES): O=C(F)SCl
Energy relative to the best compared isomer or geometry (same formula, charge and spin), kJ/mol: 0.0

Formula: CClN3O
Source: the OMol25 dataset
Level of theory: the ωB97M-V functional and the def2-TZVPD basis

```
6
Properties=species:S:1:pos:R:3
O 0.8209 0.3506 -0.6299
N 0.3521 1.5238 -0.0607
N -0.6329 1.1891 0.7107
Cl 0.2178 -2.2844 -0.5333
C 0.1087 -0.6224 -0.1610
N -0.8666 -0.1566 0.6742
```

Calculated values
HOMO-LUMO gap, Ha: 0.4224
Total charge: 0
Structure (SMILES): Clc1nnno1
Energy relative to the best compared isomer or geometry (same formula, charge and spin), kJ/mol: 0.0

Formula: CClN4O15Zr
Source: the OMol25 dataset
Level of theory: the ωB97M-V functional and the def2-TZVPD basis

```
22
Properties=species:S:1:pos:R:3
O -0.2222 -3.4566 -0.5465
O -0.4151 0.2548 -1.9866
O -1.3841 2.0309 0.0469
N 3.1221 -1.0003 -0.3661
O -1.8450 -0.8706 -3.0604
Zr 0.5844 0.6808 0.2229
O 2.4283 -0.5224 0.4950
O 0.4788 -0.9617 3.4996
O -1.7565 4.0428 -0.5209
N -1.0167 -0.1270 -2.9505
O -0.4736 0.2725 2.1584
O 4.1453 -1.6551 -0.2133
N -0.2055 0.0188 3.3965
Cl 1.8207 2.2686 2.0375
O -0.5321 0.8827 4.3509
O -2.5748 2.5062 -1.6721
C -0.5019 -2.5484 0.1479
O -1.4975 -2.8049 0.8417
O -0.9614 0.5075 -3.9050
O 2.7462 -1.0422 -1.4485
O 0.0660 -1.3628 0.1572
N -2.0053 2.8862 -0.6846
```

Calculated values
HOMO-LUMO gap, Ha: 0.1701
Total charge: -3

Formula: CClNOS
Source: the OMol25 dataset
Level of theory: the ωB97M-V functional and the def2-TZVPD basis

```
5
Properties=species:S:1:pos:R:3
C 1.2797 -0.1090 -0.0107
Cl -2.4062 -0.6931 0.0538
O 0.3069 0.2987 0.6720
N 2.2376 -0.4897 -0.5000
S -1.4181 0.9931 -0.2152
```

Calculated values
HOMO-LUMO gap (spin up / spin down), Ha: 0.2990 / 0.2264
Total charge: 0
Multiplicity: 3
Energy relative to the best compared isomer or geometry (same formula, charge and spin), kJ/mol: 34.2

Formula: CClNa8O7
Source: the OMol25 dataset
Level of theory: the ωB97M-V functional and the def2-TZVPD basis

```
17
Properties=species:S:1:pos:R:3
Na 1.5505 3.3279 -0.5253
O 1.9046 -3.9926 0.7638
Na 0.0291 4.5904 -2.6946
Na -0.0413 0.5879 2.2821
Na -3.6539 0.9242 1.1849
C -0.6056 1.3640 -0.7454
Na 1.2936 -0.3025 -2.7836
O 0.4723 -3.2776 2.7837
O -0.2762 2.2852 -1.5192
O -1.5231 1.5471 0.0490
Cl 0.6835 -3.2837 1.3414
O 0.0413 0.3370 -0.7959
Na -1.9159 3.8614 0.3497
Na 2.7647 -0.2611 0.0556
O -0.4049 -3.9209 0.9328
Na -0.9498 -1.8395 -1.4533
O 0.6312 -1.9472 0.7745
```

Calculated values
HOMO-LUMO gap (spin up / spin down), Ha: 0.1592 / 0.1947
Total charge: +4
Multiplicity: 2

Formula: CCsF3O3S
Source: the OMol25 dataset
Level of theory: the ωB97M-V functional and the def2-TZVPD basis

```
9
Properties=species:S:1:pos:R:3
F -0.9122 -0.7677 -1.7405
F -1.3814 1.3089 -1.3658
F -1.9632 -0.2097 0.0744
O 0.8233 -0.8887 0.7424
O 0.3954 1.4696 0.9905
S 0.6201 0.3911 0.0565
O 1.5203 0.6289 -1.0392
C -0.9954 0.1707 -0.7918
Cs 1.8930 -2.1032 3.0736
```

Calculated values
HOMO-LUMO gap, Ha: 0.2965
Total charge: 0
Energy relative to the best compared isomer or geometry (same formula, charge and spin), kJ/mol: 22.8

Formula: CEuF3MgNO4S3
Source: the OMol25 dataset
Level of theory: the ωB97M-V functional and the def2-TZVPD basis

```
14
Properties=species:S:1:pos:R:3
F -3.1238 -1.0758 1.5791
F -1.7571 -2.1273 0.2565
C -2.1503 -0.9250 0.6922
F -2.6080 -0.2550 -0.3585
Mg 0.4441 0.8946 -1.2568
O -0.5331 0.9920 0.3830
O 0.9223 1.4950 -3.1185
O -1.2112 0.7149 2.6482
S -0.6918 -0.0681 1.4841
S 2.4092 2.1086 -2.7972
S 3.4678 0.8408 -1.3839
O 2.1709 0.0493 -0.7367
Eu 2.3054 -1.5575 0.8552
N 0.3556 -1.0865 1.7532
```

Calculated values
HOMO-LUMO gap (spin up / spin down), Ha: 0.2317 / 0.1393
Total charge: +1
Multiplicity: 7
Energy relative to the best compared isomer or geometry (same formula, charge and spin), kJ/mol: 36.6

Formula: CF2O2
Source: the OMol25 dataset
Level of theory: the ωB97M-V functional and the def2-TZVPD basis

```
5
Properties=species:S:1:pos:R:3
F -0.3086 1.7793 0.9288
O -0.8458 0.5446 0.8389
F 1.2235 0.2726 -0.3963
O -0.0310 -1.5911 -0.5517
C 0.2415 -0.5307 -0.2208
```

Calculated values
HOMO-LUMO gap, Ha: 0.4070
Total charge: 0
Energy relative to the best compared isomer or geometry (same formula, charge and spin), kJ/mol: 168.3

Formula: CF3LiLuNO4S3
Source: the OMol25 dataset
Level of theory: the ωB97M-V functional and the def2-TZVPD basis

```
14
Properties=species:S:1:pos:R:3
C -3.6231 0.1987 0.2396
N -1.2365 -0.3593 1.2100
S -1.8312 0.6817 0.3137
F -4.1548 0.2119 1.4565
Lu 0.6290 -1.2206 0.6326
F -4.3163 1.0168 -0.5432
S 1.6081 1.3530 0.2889
O -1.5022 2.1092 0.8315
O 1.0993 1.8567 -1.1151
Li 0.1711 0.3717 -1.9653
O -1.6175 0.7677 -1.1799
O 1.7551 -1.3607 -1.5538
S 3.1471 -0.4592 -1.1813
F -3.6424 -1.0399 -0.2557
```

Calculated values
HOMO-LUMO gap (spin up / spin down), Ha: 0.2196 / 0.2195
Total charge: 0

Formula: CF3NO2S
Source: the OMol25 dataset
Level of theory: the ωB97M-V functional and the def2-TZVPD basis

```
8
Properties=species:S:1:pos:R:3
S -1.2438 0.1463 0.2547
F -2.4678 0.4776 -0.7702
O 3.4227 -0.4643 -0.8626
C 2.4016 -0.2635 -0.3168
N 1.5025 -0.3111 0.4528
F -1.1721 -1.2260 -0.6069
F -0.7017 1.7208 0.2972
O -1.7414 -0.0799 1.5518
```

Calculated values
HOMO-LUMO gap (spin up / spin down), Ha: 0.3510 / 0.2490
Total charge: 0
Energy relative to the best compared isomer or geometry (same formula, charge and spin), kJ/mol: 302.3

Formula: CF3NOS
Source: the OMol25 dataset
Level of theory: the ωB97M-V functional and the def2-TZVPD basis

```
7
Properties=species:S:1:pos:R:3
F 1.8319 -0.3105 -1.7031
F 3.0033 0.5955 0.2628
C -1.8186 -0.1194 0.1809
O 0.7914 -0.6280 0.6616
F -2.3048 -0.7889 1.1349
S 1.3834 0.3589 -0.2310
N -1.3801 0.5530 -0.6385
```

Calculated values
HOMO-LUMO gap, Ha: 0.4538
Total charge: 0
Energy relative to the best compared isomer or geometry (same formula, charge and spin), kJ/mol: 90.2

Formula: CF3NOS
Source: the OMol25 dataset
Level of theory: the ωB97M-V functional and the def2-TZVPD basis

```
7
Properties=species:S:1:pos:R:3
O 0.2190 2.1091 -2.3063
F 1.1484 -1.0631 0.7034
N -0.6193 0.2353 -1.0313
F -0.2505 0.1346 1.7621
F -0.8350 -1.8629 1.1381
C -0.1129 -0.8291 0.8700
S 0.4502 1.2761 -1.1359
```

Calculated values
HOMO-LUMO gap (spin up / spin down), Ha: 0.3400 / 0.3400
Total charge: 0
Energy relative to the best compared isomer or geometry (same formula, charge and spin), kJ/mol: 238.8

Formula: CF4N2
Source: the OMol25 dataset
Level of theory: the ωB97M-V functional and the def2-TZVPD basis

```
7
Properties=species:S:1:pos:R:3
F 1.7985 0.1368 0.1668
F 0.5452 1.1855 -1.2827
N -0.3301 -0.7275 -0.1144
N -0.8327 0.3242 0.7289
C 0.6201 0.2516 -0.3726
F -1.1779 -1.1234 -1.1375
F -0.5695 -0.0499 2.0092
```

Calculated values
HOMO-LUMO gap, Ha: 0.4199
Total charge: 0
Structure (SMILES): FN1N(F)C1(F)F
Energy relative to the best compared isomer or geometry (same formula, charge and spin), kJ/mol: 89.2

Formula: CF4N2O
Source: the OMol25 dataset
Level of theory: the ωB97M-V functional and the def2-TZVPD basis

```
8
Properties=species:S:1:pos:R:3
F 2.1062 0.3900 -0.6812
O 0.9003 0.4219 1.2146
N -1.3356 0.0627 0.2811
N -0.0638 0.7354 0.1483
F -2.2387 0.9245 -0.2139
F 1.0819 -1.4041 -0.1660
F -1.5249 -1.0177 -0.5903
C 1.0746 -0.1126 0.0075
```

Calculated values
HOMO-LUMO gap, Ha: 0.4425
Total charge: 0
Structure (SMILES): FN(F)N1OC1(F)F
Energy relative to the best compared isomer or geometry (same formula, charge and spin), kJ/mol: 553.3

Formula: CF4NO
Source: the OMol25 dataset
Level of theory: the ωB97M-V functional and the def2-TZVPD basis

```
7
Properties=species:S:1:pos:R:3
C -0.9220 0.3277 -0.1340
F -1.6538 -0.0557 -1.0674
F 1.2301 0.3889 0.9811
F 0.6026 -1.4165 0.1536
N 0.6134 -0.0955 -0.0713
O -1.2342 0.7212 1.2477
F 1.3637 0.1298 -1.1097
```

Calculated values
HOMO-LUMO gap (spin up / spin down), Ha: 0.3751 / 0.3751
Total charge: +1
Structure (SMILES): O=C(F)[N+](F)(F)F
Energy relative to the best compared isomer or geometry (same formula, charge and spin), kJ/mol: 304.7

Formula: CFIO
Source: the OMol25 dataset
Level of theory: the ωB97M-V functional and the def2-TZVPD basis

```
4
Properties=species:S:1:pos:R:3
C 0.4020 -0.1902 0.0432
F -0.6657 1.6211 -0.1886
I -1.1772 -1.3457 -0.3584
O 1.4409 -0.0851 0.5038
```

Calculated values
HOMO-LUMO gap, Ha: 0.3283
Total charge: 0
Energy relative to the best compared isomer or geometry (same formula, charge and spin), kJ/mol: 237.1

Formula: CFN2OS
Source: the OMol25 dataset
Level of theory: the ωB97M-V functional and the def2-TZVPD basis

```
6
Properties=species:S:1:pos:R:3
N -2.2260 -0.2166 -0.5606
F 1.3107 1.8280 -0.3410
N 0.1226 -0.5224 -0.2653
C -1.1105 -0.2511 -0.3972
S 1.3515 0.3617 0.6651
O 0.5517 -1.1995 0.8990
```

Calculated values
HOMO-LUMO gap, Ha: 0.2918
Total charge: -1
Energy relative to the best compared isomer or geometry (same formula, charge and spin), kJ/mol: 49.3

Number 1: total energy -36640.50332 eV. Number 2: total energy -36635.54004 eV. Number 3: total energy -27439.33980 eV. Number 4: total energy -29159.05168 eV. Number 5: total energy -20074.35686 eV. Number 6: total energy -51496.71352 eV. Number 7: total energy -27928.06613 eV. Number 8: total energy -63179.75830 eV. Number 9: total energy -26715.80476 eV. Number 10: total energy -76139.54714 eV. Number 11: total energy -10561.62710 eV. Number 12: total energy -85198.27438 eV. Number 13: total energy -25604.83773 eV. Number 14: total energy -23560.10815 eV. Number 15: total energy -23558.56769 eV. Number 16: total energy -14880.25459 eV. Number 17: total energy -16927.48277 eV. Number 18: total energy -15425.45664 eV. Number 19: total energy -13899.92730 eV. Number 20: total energy -19614.97307 eV.